78
Properties=species:S:1:pos:R:3 method="wB97M-V/def2-TZVPD" e_homo_ev="-5.17 / -7.46" relative_energy_kcal_mol=6.8 multiplicity=2 total_charge=0
In 0.08307 -0.12234 0.07911
N -3.67108 0.78743 -2.69796
C -2.48675 0.87159 -2.05822
N -2.11932 0.12751 -1.07899
C -3.02974 -0.83833 -0.59613
N -2.76789 -1.52523 0.46081
N -1.55021 -1.31438 0.99386
C -1.37153 -1.79554 2.22516
C -0.09649 -1.75607 2.81017
C 0.14050 -2.24644 4.11826
C 1.41632 -2.28026 4.60514
C 2.47304 -1.82468 3.79791
C 2.16571 -1.31392 2.55565
N 0.92728 -1.24520 2.06413
C -4.28813 -1.05665 -1.31659
C -5.18299 -2.07274 -0.99189
C -6.36460 -2.22005 -1.69681
C -6.66637 -1.35807 -2.74644
C -5.78174 -0.35078 -3.09271
C -4.60329 -0.21025 -2.37642
H -3.86847 1.42561 -3.45013
H -1.81533 1.63964 -2.41633
H -2.21332 -2.22598 2.75376
H -0.69636 -2.60614 4.70284
H 1.61136 -2.66383 5.59889
H 3.49938 -1.85769 4.13194
H 2.94522 -0.91814 1.91701
H -4.92883 -2.73547 -0.17671
H -7.05212 -3.01204 -1.43349
H -7.58795 -1.47413 -3.30040
H -6.00151 0.32069 -3.91367
O 1.18764 -3.02065 -4.71405
C 1.27504 -3.94883 -3.74318
C 1.47337 -5.27141 -4.14238
C 1.57140 -6.27724 -3.20317
C 1.47108 -5.99520 -1.84244
C 1.26703 -4.69075 -1.44300
C 1.16696 -3.65271 -2.37209
C 0.93513 -2.28511 -1.85740
O 0.73638 -2.12052 -0.62491
N 0.98754 -1.29369 -2.75277
N 0.71846 -0.08583 -2.18127
C 0.99463 0.94478 -2.88104
C 0.70996 2.30481 -2.41084
C 1.19342 3.39553 -3.12284
C 0.91098 4.66877 -2.65471
C 0.14819 4.80339 -1.50631
C -0.30547 3.65370 -0.87072
N -0.03136 2.43120 -1.30824
H 1.09378 -2.14492 -4.26742
H 1.54867 -5.47822 -5.20095
H 1.72778 -7.29647 -3.53343
H 1.55133 -6.78592 -1.10975
H 1.17028 -4.43718 -0.39572
H 1.46410 0.81366 -3.85458
H 1.78254 3.24016 -4.01621
H 1.27842 5.54009 -3.18071
H -0.10272 5.77533 -1.10613
H -0.90065 3.70900 0.03232
C 2.77786 5.61571 2.43320
C 2.76661 4.31725 1.66286
O 1.47418 3.70511 1.83294
P 1.35743 2.10677 1.90746
S -0.57494 1.69866 2.01219
S 2.38069 1.25250 0.41937
O 2.14525 1.71188 3.23612
C 1.54114 1.91121 4.53030
C 2.63220 1.78622 5.56475
H 3.72953 6.12782 2.28715
H 2.64348 5.43322 3.49921
H 1.97609 6.27072 2.09332
H 3.54943 3.64171 2.01497
H 2.91430 4.47828 0.59301
H 0.77321 1.14654 4.66014
H 1.06146 2.89260 4.56452
H 3.09146 0.79995 5.51028
H 2.21369 1.92133 6.56239
H 3.40518 2.53863 5.40805